(1)
Here is C3H6N2 in the gas phase from the Open Molecules 2025 dataset. Energies are from ωB97M-V with the def2-TZVPD basis set.

ORCA input file:
```
! RIJCOSX wB97M-V def2-TZVPD def2/J DEFGRID3
* xyz 0 1
C 0.827 0.582 -1.362
N 0.554 0.781 0.062
C -1.119 -0.893 1.339
C 0.041 -0.273 0.757
N 0.295 -1.458 1.084
H 1.858 0.839 -1.610
H 0.148 1.196 -1.965
H 0.652 -0.465 -1.623
H 0.074 1.641 0.276
H -1.430 -0.664 2.355
H -1.902 -1.286 0.686
*
```

- Relative energy (zero: lowest compared OMol25 entry of this formula, charge and spin): 226.8 kJ/mol
- HOMO: -9.10 eV
- HOMO-LUMO gap: 10.05 eV

=====

(2)
Here is a molecular structure, C3H6N2O from the Open Molecules 2025 dataset. Energies are from ωB97M-V with the def2-TZVPD basis set.

ORCA input file:
```
! RIJCOSX wB97M-V def2-TZVPD def2/J DEFGRID3
* xyz 0 1
N 0.401 0.328 1.657
C 0.365 -0.397 0.405
C -1.034 -0.861 -0.029
O -1.016 0.055 -1.153
C 0.296 0.377 -0.910
N 1.090 1.041 -1.620
H 1.332 0.700 1.815
H -0.228 1.127 1.620
H 1.131 -1.178 0.422
H -1.091 -1.885 -0.399
H -1.850 -0.645 0.661
H 0.605 1.339 -2.469
*
```

- Relative energy (zero: lowest compared OMol25 entry of this formula, charge and spin): 172.6 kJ/mol
- HOMO: -9.81 eV
- HOMO-LUMO gap: 10.79 eV

=====

(3)
Here is 2 unconnected molecules or ions with the total composition C3H6N2O at a distorted geometry from the Open Molecules 2025 dataset. Energies are from ωB97M-V with the def2-TZVPD basis set.

ORCA input file:
```
! RIJCOSX wB97M-V def2-TZVPD def2/J DEFGRID3
* xyz 0 1
C 1.327 0.513 0.273
C 0.959 1.796 0.044
N -0.397 1.834 -0.260
C -0.803 0.605 -0.172
N 0.204 -0.252 0.153
H 2.311 0.114 0.464
H 1.480 2.739 0.046
H -1.813 0.285 -0.369
H 0.144 -1.259 0.135
H -1.570 -3.176 -0.755
H -1.191 -3.406 0.717
O -0.872 -3.024 -0.112
*
```

- Relative energy (zero: lowest compared OMol25 entry of this formula, charge and spin): 72.1 kJ/mol
- HOMO: -8.63 eV
- HOMO-LUMO gap: 9.03 eV

=====

(4)
Here is C3H6N2O in the gas phase at a distorted geometry from the Open Molecules 2025 dataset. Energies are from ωB97M-V with the def2-TZVPD basis set.

ORCA input file:
```
! RIJCOSX wB97M-V def2-TZVPD def2/J DEFGRID3
* xyz 0 1
C -1.535 0.105 0.064
C -0.830 -1.254 -0.308
C 0.619 -0.667 -0.051
N 0.340 0.767 -0.530
N 1.053 1.741 0.019
O -2.430 0.522 0.751
H -1.105 -2.080 0.379
H -0.852 -1.586 -1.291
H 0.815 -0.737 0.985
H 1.434 -1.216 -0.587
H 1.271 1.762 0.970
H 1.220 2.644 -0.402
*
```

- Relative energy (zero: lowest compared OMol25 entry of this formula, charge and spin): 455.2 kJ/mol
- HOMO (alpha / beta): -7.24 / -7.24 eV
- HOMO-LUMO gap (alpha / beta): 8.18 / 8.17 eV

=====

(5)
Here is 2 unconnected molecules or ions with the total composition C3H6N2O from the Open Molecules 2025 dataset. Energies are from ωB97M-V with the def2-TZVPD basis set.

ORCA input file:
```
! RIJCOSX wB97M-V def2-TZVPD def2/J DEFGRID3
* xyz 0 1
C -0.844 -0.056 -0.324
C -1.863 0.809 -0.084
N -1.540 1.676 0.932
C -0.329 1.352 1.283
N 0.133 0.285 0.586
H -0.699 -0.883 -0.994
H -2.850 0.781 -0.518
H 0.229 1.857 2.057
H 1.109 0.028 0.515
H 2.713 -1.358 -1.365
H 2.039 -2.619 -0.747
O 1.903 -1.873 -1.341
*
```

- Relative energy (zero: lowest compared OMol25 entry of this formula, charge and spin): 84.7 kJ/mol
- HOMO: -8.73 eV
- HOMO-LUMO gap: 9.13 eV

=====

(6)
Here is C3H6N2O in the gas phase at a distorted geometry from the Open Molecules 2025 dataset. Energies are from ωB97M-V with the def2-TZVPD basis set.

ORCA input file:
```
! RIJCOSX wB97M-V def2-TZVPD def2/J DEFGRID3
* xyz 0 1
C -1.137 0.654 0.880
C -0.106 0.367 -0.169
N -0.241 0.417 -1.425
N 1.219 -0.013 0.322
C 1.241 -1.341 -0.201
O 1.572 -1.580 -1.330
H -2.091 0.179 0.634
H -1.287 1.737 0.905
H -0.810 0.333 1.871
H -1.107 0.842 -1.728
H 1.883 0.506 -0.261
H 0.864 -2.101 0.502
*
```

- Relative energy (zero: lowest compared OMol25 entry of this formula, charge and spin): 184.9 kJ/mol
- HOMO: -9.87 eV
- HOMO-LUMO gap: 10.57 eV

=====

(7)
Here is C3H6N2O in the gas phase at a distorted geometry from the Open Molecules 2025 dataset. Energies are from ωB97M-V with the def2-TZVPD basis set.

ORCA input file:
```
! RIJCOSX wB97M-V def2-TZVPD def2/J DEFGRID3
* xyz 0 1
N -0.340 -0.099 0.506
C -0.780 0.624 -0.697
C 1.212 -0.093 0.179
O 2.028 -0.155 1.275
C -1.906 0.189 -1.364
N -2.816 -0.203 -1.986
H -0.760 0.274 1.387
H -0.671 -1.070 0.492
H -0.536 1.669 -0.585
H 1.276 -0.941 -0.521
H 1.467 0.818 -0.376
H 1.932 -1.023 1.677
*
```

- Relative energy (zero: lowest compared OMol25 entry of this formula, charge and spin): 396.5 kJ/mol
- HOMO: -7.12 eV
- HOMO-LUMO gap: 7.01 eV

=====

(8)
Here is a molecular structure, C3H6N2O at a distorted geometry from the Open Molecules 2025 dataset. Energies are from ωB97M-V with the def2-TZVPD basis set.

ORCA input file:
```
! RIJCOSX wB97M-V def2-TZVPD def2/J DEFGRID3
* xyz 0 1
N 1.519 -0.269 0.602
C 0.537 -0.091 -0.486
C -0.664 -1.004 -0.876
O -1.568 -0.155 -0.107
C -0.567 0.758 0.092
N -0.470 1.769 0.829
H 1.677 0.685 0.929
H 1.346 -0.822 1.430
H 1.119 0.242 -1.349
H -0.963 -0.915 -1.933
H -0.707 -2.056 -0.588
H -1.262 1.858 1.457
*
```

- Relative energy (zero: lowest compared OMol25 entry of this formula, charge and spin): 237.2 kJ/mol
- HOMO: -9.39 eV
- HOMO-LUMO gap: 10.36 eV

=====

Calculated calculated total energy, -6186.1939 -8234.9098 -8235.9512 -8231.9807 -8235.8208 -8234.7820 -8232.5891 -8234.2408 eV (same order as the records).